Entry from OMol25: 2 unconnected molecules or ions with the total composition C2H5BrO2P (ωB97M-V/def2-TZVPD).

The energy above the lowest of the compared OMol25 structures with the same formula, charge and spin is 1.7542 eV. Its net charge is -1. The value obtained for the HOMO-LUMO gap is 6.43 eV. Its total energy is -3145.168469 a.u. Its lowest unoccupied orbital energy is 2.23 eV. The highest occupied orbital energy comes out at -0.155 hartree.

Element x y z (Å)
1 C -0.155047 0.964965 0.558596
2 C 0.000123 -0.067300 -0.509928
3 O -0.335668 -2.754227 -0.762498
4 O -2.154048 -1.586773 0.688455
5 P -0.790592 -1.644939 0.049171
6 Br 3.338940 1.243217 0.078984
7 H -0.616099 1.806001 0.065316
8 H -0.842799 0.799600 1.372899
9 H 0.927702 1.312800 0.704569
10 H 1.093417 -0.233654 -0.824751
11 H -0.465932 0.160315 -1.420809

Cartesian forces, eV/Å:
1.63 2.25 -0.96
1.66 -2.08 1.53
0.83 -1.34 -0.04
2.54 0.33 -0.13
-2.86 1.15 -1.32
0.03 -0.04 -0.08
-0.18 0.69 -0.16
0.42 -0.65 0.54
-1.51 -0.40 0.96
-1.36 -0.02 0.94
-1.21 0.13 -1.28